The following is a quantum chemistry calculation of 2 unconnected molecules or ions with the total composition C10H15NO in a non-equilibrium geometry, from OMol25.

calculated total energy = -520.034262 a.u.
energy above the lowest of the compared OMol25 structures with the same formula, charge and spin = 0.726 eV
SMILES string = Cc1ccccc1.CCC(N)=O
HOMO-LUMO gap = 9.999 eV

Last column: Mulliken charge in e.
Element x y z (Å)
C -0.224 2.149 -0.128  -0.209
H 2.528 -3.802 0.913  0.309
H -4.368 1.372 -2.342  0.343
N 2.956 0.216 0.722  -0.345
H 2.929 -1.899 2.803  0.365
C 1.817 -3.222 1.492  -1.107
H 0.052 0.089 0.582  0.031
H -2.005 -0.785 -0.480  0.342
C -0.526 0.797 -0.001  0.162
H -3.656 -0.169 -2.742  0.287
H 2.259 0.721 1.229  0.201
C 2.352 -1.839 1.879  -0.216
C -1.691 0.257 -0.491  -0.464
H 3.466 0.730 0.014  0.211
H 0.820 -3.150 1.061  0.258
H -4.534 0.050 -1.317  0.329
H -0.824 4.023 -1.070  0.378
C -2.176 2.378 -1.440  -0.409
O 3.949 -1.687 0.096  -0.620
C -2.571 1.048 -1.223  0.709
H 1.662 -3.843 2.383  0.325
C -3.770 0.554 -1.932  -1.347
H -2.851 3.021 -2.003  0.223
H 1.478 -1.249 2.176  0.200
C -1.024 2.971 -0.943  -0.649
C 3.127 -1.147 0.789  0.448
H 0.825 2.416 -0.027  0.246


The following is a quantum chemistry calculation of 3 unconnected molecules or ions with the total composition C2H11N2O2 in a non-equilibrium geometry, from OMol25.

charge = +1
calculated total energy = -342.560382 a.u.
energy above the lowest of the compared OMol25 structures with the same formula, charge and spin = 0.764 eV
HOMO-LUMO gap = 11.223 eV

Last column: Mulliken charge in e.
Element x y z (Å)
H -0.736 1.141 1.881  0.266
H -1.183 -1.216 0.492  0.310
N -0.924 1.307 0.886  -0.250
O -0.831 0.467 3.520  -0.687
H -0.030 0.618 4.044  0.326
H -0.410 -2.329 -1.312  0.313
H 1.175 -2.017 -0.578  0.269
O 2.037 -0.057 -3.344  -0.621
H -0.107 1.020 -1.002  0.294
C -0.493 0.548 -0.096  0.162
H 1.829 0.229 -4.242  0.320
H 2.999 -0.003 -3.292  0.304
H 0.496 -0.943 -1.859  0.137
C 0.285 -1.575 -0.999  -0.555
H -1.475 0.301 4.222  0.321
N -0.436 -0.754 -0.014  -0.155
H -1.337 2.210 0.703  0.247


The following is a quantum chemistry calculation of a molecular structure, C46H55DyFN11O4S in a non-equilibrium geometry, from OMol25.

calculated total energy = -4072.319551 a.u.
multiplicity = 6
HOMO-LUMO gap (spin up / spin down) = 5.932 / 5.932 eV

Last column: Mulliken charge in e.
Element x y z (Å)
H 1.320 -3.493 -5.018  0.626
H 1.032 -2.461 4.324  0.115
H 1.387 2.698 -2.802  0.457
C 1.069 -2.253 -2.292  -0.604
C 4.083 -3.880 1.871  -0.617
C -3.429 1.276 3.281  -0.884
C 4.426 -1.249 2.710  -1.106
C 3.118 -1.753 2.597  0.203
H 0.367 -3.813 5.188  0.436
H 7.188 -1.122 3.403  0.329
C -1.147 -3.363 -1.870  -1.019
C -3.407 5.195 3.492  -1.158
C -2.149 -4.387 -2.010  -0.472
C 0.373 3.046 2.959  -0.622
C 5.541 -1.999 2.390  0.995
H -0.897 5.055 -4.340  0.400
H -3.654 0.806 -3.719  0.368
H 6.238 -3.996 1.899  0.339
N -3.588 2.570 2.634  0.410
C 1.768 -5.606 -5.139  -0.862
C 1.553 3.733 3.226  -1.280
C 2.154 -0.500 -1.405  -0.550
C 1.583 -6.868 -4.542  0.611
C 0.969 -6.965 -3.296  -0.901
H -3.504 0.320 0.562  0.216
H -1.858 -3.429 3.891  0.320
C -1.237 2.494 -2.363  -0.927
H -4.344 5.570 3.019  0.294
H 3.289 4.570 2.396  0.464
C 0.671 -4.528 -3.259  0.779
C -2.978 -2.790 -0.706  -0.142
C 1.492 3.126 -1.794  -0.561
H -1.420 4.593 -0.839  0.223
H -3.550 0.437 2.571  0.109
H -5.376 2.239 1.439  0.207
F 1.006 0.586 0.955  -0.548
N -1.766 1.507 -3.124  0.588
H -5.631 2.928 3.054  0.303
H -2.389 1.610 0.443  -0.106
N -1.515 2.713 1.538  1.130
H 0.093 -5.833 -1.664  0.599
H -3.640 4.431 4.259  0.340
H 2.784 -2.907 -3.546  0.762
H -3.651 -2.232 -0.088  0.430
H -1.293 -2.107 5.021  0.293
H 0.291 -5.098 3.180  0.306
C 6.883 -1.371 2.396  -1.398
C 0.701 3.326 0.524  0.901
S 1.332 -3.686 1.740  0.892
N -1.419 3.795 -2.761  0.564
N 2.212 -9.010 -5.882  -0.560
C 2.612 3.900 -1.516  -1.250
C -1.141 -2.632 4.080  -0.837
C 2.937 -3.083 2.158  -0.080
H -0.214 2.588 3.762  0.406
C -1.442 4.934 -1.894  -1.226
O -2.097 -1.890 1.976  -0.523
H 6.872 -0.469 1.781  0.349
H -4.939 3.912 1.692  0.365
C 0.142 -3.333 -2.491  1.204
H -2.915 6.035 3.998  0.367
H -2.443 1.196 3.760  0.123
C 2.808 4.318 -0.218  -1.188
H 7.628 -2.064 1.960  0.345
H 4.079 -0.741 -2.605  0.374
C 1.296 -4.446 -4.510  -0.279
H -2.027 -5.292 -2.587  0.660
H -0.803 3.342 -4.725  0.363
C 1.960 3.950 0.829  1.118
C -3.031 1.703 -3.870  -1.186
N -2.639 0.648 0.106  0.294
O -0.670 -0.554 3.004  -0.386
C 0.482 2.884 -0.839  -0.277
C -1.089 0.236 -3.260  -1.134
H -1.000 5.228 1.161  0.101
H 2.284 -5.591 -6.099  0.423
N -1.728 -2.341 -1.074  0.878
H 2.288 -1.085 2.778  0.225
C -0.193 3.005 1.672  -0.669
H -0.033 0.331 -3.031  0.114
H -4.168 -4.643 -1.083  0.402
H -1.488 -0.484 -2.516  0.486
H 0.940 -7.939 -2.804  0.401
H -1.216 -0.180 -4.286  0.334
C 3.042 -1.060 -2.361  -1.926
C -2.457 3.314 2.284  -0.817
H 1.881 3.898 4.237  0.398
C 0.281 -3.252 4.224  -0.688
H -4.222 1.179 4.063  0.395
C 2.376 -2.172 -2.891  -0.747
O 1.419 -4.887 0.942  -0.788
C -4.956 2.934 2.194  -1.021
N 0.662 -4.146 3.156  -0.190
H 3.687 4.917 0.023  0.409
C 2.347 4.152 2.170  -0.837
N -0.622 2.180 -1.196  1.546
H -0.615 5.623 -2.090  0.369
H -2.389 5.480 -2.006  0.487
H -2.862 1.786 -4.955  0.335
O 0.622 -2.552 1.135  0.491
C -1.399 4.076 -4.177  -1.317
C -3.261 -4.040 -1.242  -1.688
H -2.386 4.181 -4.619  0.337
N 1.001 -1.208 -1.312  1.887
H 3.405 4.119 -2.222  0.394
H 3.924 -4.881 1.507  0.503
C 0.506 -5.796 -2.663  -0.833
C -1.332 -1.643 2.967  0.825
H -2.443 6.227 1.103  0.357
H 4.540 -0.235 3.042  0.479
C 1.906 -8.040 -5.280  -0.107
C -1.769 5.682 1.783  -0.653
H 2.294 0.379 -0.783  0.542
N -2.453 4.661 2.524  0.557
H -2.851 0.744 -0.887  0.086
H -1.256 6.393 2.427  0.386
Dy -0.577 -0.664 0.573  0.418
C 5.371 -3.353 2.047  -0.927
H -3.547 2.631 -3.525  0.354


The following is a quantum chemistry calculation of a single C3H6N4 molecule in a non-equilibrium geometry, from OMol25.

calculated total energy = -336.717405 a.u.
energy above the lowest of the compared OMol25 structures with the same formula, charge and spin = 6.309 eV
SMILES string = CN1C=NN=CN1
HOMO-LUMO gap = 8.758 eV

Last column: Mulliken charge in e.
Element x y z (Å)
N -0.504 0.312 -0.507  0.042
C -1.402 0.073 0.589  -0.636
H -0.666 -0.747 1.275  0.227
N 0.126 -0.893 -0.665  -0.496
C 0.319 1.395 -0.585  0.004
H -0.090 -1.549 -1.678  0.279
H -0.187 2.416 -0.706  0.360
N 1.482 1.324 0.021  -0.297
H -2.394 -0.614 0.310  0.213
H -1.718 1.178 1.169  0.260
C 1.474 -0.993 -0.027  -0.017
N 2.024 0.087 0.408  -0.315
H 1.536 -1.987 0.396  0.375


The following is a quantum chemistry calculation of a single C5H9NO2S molecule in a non-equilibrium geometry, from OMol25.

calculated total energy = -799.219526 a.u.
energy above the lowest of the compared OMol25 structures with the same formula, charge and spin = 3.790 eV
HOMO-LUMO gap = 8.739 eV

Last column: Mulliken charge in e.
Element x y z (Å)
H -2.592 0.726 -0.609  0.318
H -0.820 1.821 -0.550  0.459
H 1.154 -2.168 0.145  0.412
H -0.658 0.638 -1.892  0.325
H -3.166 -0.843 0.617  0.219
O 0.126 -3.709 2.045  -0.495
C 1.061 -0.198 0.800  -0.862
C -1.255 -0.504 0.447  0.604
C 1.439 -1.708 1.036  -0.716
S 0.183 -2.310 2.227  0.555
C -0.217 1.140 -0.980  -1.231
O -1.068 -1.540 1.367  -0.473
N -0.078 0.085 -0.061  0.132
H 2.459 -1.743 1.373  0.412
H 0.816 0.391 1.741  0.380
H 0.747 1.452 -1.148  0.344
C -2.460 -0.085 0.126  -0.864
H 1.829 0.337 0.369  0.483


- Look up the calculated total energy of the third one.
  -4072.319551 a.u.